{"formula": "C30H24BrN4O4W", "method": "ωB97M-V/def2-TZVPD", "total_charge": 3, "gap_ev": 4.936, "e_lumo_ev": -11.2, "energy_ev": -117488.768, "homo_energy_ev": -16.19, "symbols": ["W", "O", "C", "C", "C", "C", "C", "C", "C", "O", "N", "N", "C", "C", "Br", "C", "C", "C", "C", "C", "C", "C", "H", "H", "H", "H", "H", "H", "H", "H", "H", "H", "H", "H", "H", "H", "O", "C", "C", "C", "C", "C", "C", "C", "N", "N", "C", "O", "C", "C", "C", "C", "C", "C", "H", "H", "H", "H", "H", "H", "H", "H", "H", "H"], "coordinates": [[-14.0782, -18.2766, 0.2117], [-15.3451, -17.8772, 1.9224], [-14.4943, -17.3511, 2.9347], [-14.7685, -17.7361, 4.2052], [-13.9983, -17.2812, 5.2731], [-12.9538, -16.4133, 4.9653], [-12.7106, -15.9868, 3.6700], [-13.3993, -16.4539, 2.6145], [-13.1480, -15.8692, 1.2168], [-14.0992, -16.3281, 0.2980], [-11.8343, -16.2367, 0.7164], [-12.0439, -17.5173, 0.2795], [-10.9901, -18.2729, 0.0166], [-10.9602, -19.4807, -0.7422], [-12.6851, -19.7868, -1.5119], [-9.8696, -20.2372, -1.0807], [-8.4514, -19.9260, -0.9577], [-7.6860, -21.1220, -0.7971], [-6.3309, -20.9939, -0.8024], [-5.6794, -19.7801, -0.8943], [-6.4205, -18.6216, -0.8031], [-7.7755, -18.6388, -0.8601], [-16.1507, -17.3442, 1.7749], [-15.6160, -18.4326, 4.3254], [-14.2461, -17.5647, 6.2752], [-12.3459, -15.9920, 5.7968], [-12.0061, -15.2197, 3.5142], [-13.2174, -14.7527, 1.2377], [-11.3953, -15.6211, -0.0133], [-10.0636, -17.9144, 0.4992], [-10.1152, -21.1786, -1.5147], [-8.0770, -22.1136, -0.4837], [-5.7735, -21.9479, -0.8192], [-4.6152, -19.7169, -0.9611], [-5.8949, -17.7093, -0.6654], [-8.3256, -17.7223, -0.8716], [-13.3461, -19.4433, 1.4781], [-13.6549, -20.5166, 2.2365], [-12.8340, -20.8644, 3.2791], [-13.1283, -22.0555, 4.0128], [-14.3221, -22.7673, 3.7255], [-15.1936, -22.4046, 2.6805], [-14.8170, -21.2800, 1.9659], [-15.6417, -20.8816, 0.9346], [-15.4921, -19.7717, 0.1541], [-16.4936, -19.7209, -0.8199], [-16.3825, -18.6541, -1.5369], [-15.2290, -17.9118, -1.1524], [-17.0892, -18.1758, -2.7027], [-16.6980, -16.9842, -3.3245], [-17.2503, -16.7621, -4.5831], [-18.1815, -17.6463, -5.1066], [-18.5884, -18.8151, -4.4517], [-18.0296, -19.0927, -3.2121], [-11.9935, -20.2956, 3.5628], [-12.5192, -22.2878, 4.8340], [-14.5910, -23.6449, 4.3991], [-16.1001, -22.9483, 2.5678], [-16.4817, -21.5711, 0.7198], [-15.9667, -16.3174, -2.8855], [-17.0109, -15.8962, -5.1935], [-18.5955, -17.4024, -6.0344], [-19.2964, -19.4479, -4.9199], [-18.3317, -19.9943, -2.7610]]}


{"formula": "C38H78F5N10O9P4", "method": "ωB97M-V/def2-TZVPD", "total_charge": 1, "gap_ev": 5.454, "e_lumo_ev": -3.5, "energy_ev": -124706.278, "homo_energy_ev": -8.96, "symbols": ["C", "C", "C", "C", "C", "N", "C", "C", "C", "C", "C", "C", "C", "C", "C", "C", "N", "C", "C", "C", "N", "C", "F", "F", "C", "F", "F", "F", "C", "P", "O", "O", "O", "C", "C", "P", "O", "O", "O", "N", "C", "C", "C", "O", "H", "H", "H", "H", "H", "H", "H", "H", "H", "H", "H", "H", "H", "H", "H", "H", "H", "H", "H", "H", "H", "H", "H", "H", "H", "H", "H", "H", "H", "H", "H", "H", "H", "H", "H", "H", "H", "H", "H", "H", "H", "H", "O", "P", "N", "C", "C", "N", "C", "C", "N", "C", "C", "H", "H", "H", "H", "H", "H", "H", "H", "H", "H", "H", "H", "H", "H", "H", "H", "H", "H", "O", "P", "N", "C", "C", "N", "C", "C", "N", "C", "C", "H", "H", "H", "H", "H", "H", "H", "H", "H", "H", "H", "H", "H", "H", "H", "H", "H", "H"], "coordinates": [[2.9228, 6.9565, 0.3100], [2.1754, 6.8411, -1.1445], [1.8074, 5.2665, -1.4610], [0.6300, 4.7124, -0.4086], [1.0867, 3.5109, 0.5555], [1.1752, 2.1050, 0.0558], [2.2923, 1.9332, -1.0017], [2.5256, 0.3104, -1.3392], [4.1685, 0.2450, -1.4150], [5.0088, 0.2597, -0.0322], [4.7033, 1.0109, 1.3810], [5.6819, 0.9663, 2.7284], [7.0886, 0.1140, 2.6905], [7.4617, -0.6537, 1.2872], [8.8775, -1.5144, 1.2665], [6.4632, -0.5764, -0.0501], [1.8587, 0.1573, -2.7164], [2.6763, 0.3570, -3.7668], [3.4107, -0.9173, -4.5681], [3.0308, 1.8298, -4.4802], [1.8347, -0.6410, -0.4301], [2.1701, -2.0752, -0.5818], [2.7537, -2.4899, -1.9209], [1.0227, -3.0593, -0.5239], [3.3027, -2.7167, 0.4399], [4.5728, -3.0870, -0.2925], [2.7964, -4.0519, 0.9430], [3.6141, -1.9429, 1.6426], [0.5215, -0.2752, 0.1638], [0.5799, -0.7146, 2.0297], [0.7760, -2.2984, 2.2974], [1.8404, 0.0639, 2.9414], [-0.8902, -0.5167, 2.9636], [-0.0518, 1.2730, -0.1959], [-1.2249, 1.6905, 0.8694], [-2.3320, 3.1489, 0.6474], [-1.9238, 4.4612, 1.4984], [-2.7887, 3.7177, -0.9083], [-3.8850, 2.7022, 1.4115], [-0.7051, 1.2512, -1.4825], [-0.5783, 2.1706, -2.5804], [-1.8860, 0.4049, -1.7634], [-3.4727, 0.6442, -1.4537], [-1.6268, -0.7562, -2.4354], [2.1694, 6.7106, 1.1795], [3.3082, 8.0536, 0.4784], [3.7860, 6.1688, 0.3721], [1.1935, 7.5129, -1.1167], [2.8453, 7.2894, -2.0072], [2.7994, 4.6493, -1.3968], [1.3202, 5.2618, -2.5496], [0.4226, 5.6596, 0.2915], [-0.3473, 4.5774, -1.0313], [2.2218, 3.7766, 0.8457], [0.5406, 3.6477, 1.6095], [1.6548, 1.6360, 0.8951], [2.1076, 2.5510, -1.9728], [3.2628, 2.4250, -0.5095], [4.5651, -0.6931, -2.0399], [4.5993, 1.1888, -2.0126], [3.7381, 1.6577, 1.4716], [5.3346, 1.5631, 3.6996], [7.7535, 0.1270, 3.6675], [8.8270, -2.2725, 2.1794], [8.8215, -2.1970, 0.2958], [9.8342, -0.8409, 1.3100], [6.8398, -1.1426, -1.0085], [4.5446, -1.0360, -4.2143], [3.4708, -0.6187, -5.7138], [2.8005, -1.9142, -4.4775], [3.1682, 1.7179, -5.6460], [2.2567, 2.6625, -4.2000], [4.0884, 2.1697, -4.0576], [-0.3386, -1.0287, -0.1828], [1.4770, 0.9636, 3.2344], [-0.7274, 0.0977, 3.7406], [-0.6696, 1.8467, 1.9171], [-1.9220, 0.7253, 0.9732], [-3.7795, 3.5963, -1.0421], [-4.5663, 2.5188, 0.7001], [-0.2115, 1.5588, -3.5442], [0.1029, 3.1040, -2.5535], [-1.6563, 2.5580, -2.9237], [-3.8961, 1.6025, -1.9749], [-3.7008, 0.7294, -0.2860], [-4.1574, -0.2619, -1.8218], [1.5923, -6.5985, 8.1127], [2.0240, -5.3136, 7.3643], [0.4058, -4.8184, 7.1781], [-0.2740, -4.2826, 6.0142], [-0.1160, -4.1439, 8.3717], [2.5931, -6.2591, 6.0112], [1.7664, -6.5743, 4.8458], [3.1967, -7.5586, 6.4064], [2.5203, -3.8365, 6.5039], [2.6875, -3.6092, 5.0706], [3.7669, -3.3850, 7.1557], [-0.0216, -3.2332, 5.8285], [-1.3626, -4.3310, 6.1438], [-0.0924, -4.8583, 5.1107], [0.3160, -3.1449, 8.4689], [0.1272, -4.7123, 9.2741], [-1.2088, -4.0520, 8.3479], [0.8270, -7.0734, 5.1305], [2.3014, -7.2302, 4.1500], [1.5327, -5.7071, 4.2362], [2.4282, -8.3120, 6.6149], [3.8259, -7.4531, 7.2969], [3.8385, -7.9554, 5.6129], [3.4684, -4.2379, 4.6322], [2.9857, -2.5661, 4.8879], [1.7641, -3.7209, 4.5046], [4.5866, -4.0851, 6.9494], [3.6292, -3.3371, 8.2412], [4.0682, -2.3843, 6.8307], [-6.2577, 2.4924, -6.3636], [-7.4298, 1.6305, -5.8335], [-7.3383, 2.3607, -4.2983], [-7.3795, 1.7591, -2.9792], [-8.0440, 3.6457, -4.2446], [-6.4553, 0.1860, -5.9453], [-5.6618, -0.3369, -4.8329], [-5.5243, 0.1857, -7.1040], [-8.7772, 0.6397, -5.2243], [-8.7451, -0.6512, -4.5413], [-9.7239, 0.5031, -6.3503], [-8.3929, 1.4661, -2.6844], [-7.0172, 2.4634, -2.2197], [-6.7176, 0.9032, -2.8791], [-9.1258, 3.4911, -4.2516], [-7.7806, 4.2674, -5.1051], [-7.7786, 4.2239, -3.3511], [-4.9612, 0.4152, -4.4376], [-5.0801, -1.2125, -5.1422], [-6.2652, -0.7187, -4.0153], [-4.6266, 0.7803, -6.8986], [-6.0045, 0.5866, -8.0032], [-5.1962, -0.8300, -7.3487], [-8.3194, -1.4460, -5.1614], [-9.7677, -0.9667, -4.2859], [-8.2329, -0.6195, -3.5809], [-9.2923, -0.1186, -7.1450], [-9.9485, 1.4869, -6.7759], [-10.6788, 0.0669, -6.0412]]}